1.
C3H4N2O | ωB97M-V/def2-TZVPD

Each line ends with the Mulliken charge.
Geometry (Å):
O: -2.024 0.170 0.274  -0.521
N: -0.250 -1.038 -0.651  0.245
N: 1.095 -1.012 -0.806  -0.769
C: -0.699 -0.021 0.112  0.508
C: 1.477 0.046 -0.113  -0.418
C: 0.398 0.699 0.523  -0.353
H: 0.408 1.548 1.192  0.323
H: 2.515 0.350 -0.124  0.414
H: -2.138 1.066 0.618  0.326
H: -0.783 -1.807 -1.025  0.246

Computed properties:
Net charge: 0
SMILES: Oc1ccn[nH]1
E_HOMO, eV: -8.8148


2.
C3H4N2O | ωB97M-V/def2-TZVPD

Each line ends with the Mulliken charge.
Geometry (Å):
O: 0.964 1.031 0.961  -0.548
N: -1.438 -0.521 0.963  -0.384
N: 0.350 -1.464 -0.490  -0.434
C: 1.210 0.941 -0.233  -0.007
C: -0.444 -0.685 0.064  0.489
C: 0.519 -0.067 -1.032  -0.298
H: -1.342 0.191 1.676  0.238
H: 1.868 1.675 -0.728  0.340
H: 0.579 -0.007 -2.134  0.381
H: -2.266 -1.094 0.953  0.222

Computed properties:
Net charge: 0
SMILES: NC1=N[C@@H]1C=O
E_HOMO, eV: -9.1561


3.
C3H4N2O | ωB97M-V/def2-TZVPD

Each line ends with the Mulliken charge.
Geometry (Å):
O: 0.345 0.703 0.846  -0.341
N: -0.475 -1.498 1.181  -0.405
N: -0.280 -0.525 -0.917  -0.601
C: -0.136 -0.461 0.370  0.597
C: 0.527 1.474 -0.312  -0.217
C: 0.148 0.714 -1.350  -0.230
H: -0.268 -1.590 2.156  0.221
H: 0.764 2.523 -0.237  0.365
H: -0.766 -2.309 0.661  0.238
H: 0.140 0.969 -2.398  0.372

Computed properties:
Net charge: 0
SMILES: Nc1ncco1
E_HOMO, eV: -8.2596


Question: net charge of number 3 (C3H4N2O)?
Answer: 0


Question: The highest E_HOMO belongs to which entry?
Answer: number 3


Question: What is the net charge in the first record?
Answer: 0